# 1
This record from OMol25 describes 2 unconnected molecules or ions with the total composition C13H28ClN5O11P3. The level of theory is wB97M-V/def2-TZVPD.

Values from the calculation:
**Highest occupied orbital energy**: -1.39 eV
**Strongest force on any atom**: 2.0 eV/A
**Net charge**: -1

Each line ends with the Löwdin charge.
Element x y z (Å)
1 C 2.6795 -2.2999 -0.1032  -0.0614
2 C 1.9265 -1.1457 -0.7386  -0.2273
3 O 1.7288 -0.0875 0.2624  -0.2401
4 P 1.8749 1.3881 -0.2593  0.4738
5 O 1.1786 1.7062 -1.5150  -0.2515
6 C 1.3375 2.4428 1.0996  -0.1667
7 C -0.0420 2.1264 1.7473  -0.2251
8 N -0.5011 0.7510 1.7113  -0.1884
9 C -1.2741 0.1583 0.7205  -0.4085
10 N -1.7240 -1.0586 0.8503  0.1090
11 C -2.5123 -1.3393 -0.2518  -0.3639
12 P -3.4055 -2.8251 -0.4809  0.3870
13 O -3.8105 -3.0926 -1.8737  -0.3185
14 O -2.5763 -4.0069 0.2023  -0.1336
15 O -4.6870 -2.8019 0.5222  -0.1581
16 N -2.4914 -0.1878 -1.0599  -0.5014
17 Cl -3.2271 0.0181 -2.5244  0.8144
18 N -1.6793 0.7787 -0.4310  -0.0213
19 C -1.4839 2.0429 -1.0578  -0.1712
20 C -2.5981 3.1171 -0.7869  -0.0799
21 C -3.9551 2.5855 -0.4412  -0.5532
22 N -4.0470 1.8686 0.7942  0.1214
23 O -4.8942 2.7599 -1.1407  0.0955
24 P -0.0701 -0.3074 3.0390  0.9045
25 O 1.3823 0.3614 3.4624  -0.2962
26 O -1.0059 0.3802 4.2224  -0.2838
27 O 3.4515 1.6736 -0.4197  -0.1950
28 C 4.3289 1.3088 0.6568  -0.2720
29 C 4.9200 2.5392 1.3531  -0.0729
30 H 2.2590 -3.2459 -0.4316  0.0654
31 H 2.5329 -2.2330 0.9821  0.0738
32 H 3.7532 -2.2477 -0.2825  0.0744
33 H 0.9404 -1.4594 -1.0791  0.0986
34 H 2.4326 -0.7444 -1.6170  0.1071
35 H 2.0912 2.4015 1.8905  0.0674
36 H 1.3561 3.4657 0.7153  0.1058
37 H 0.0512 2.3839 2.8059  0.0921
38 H -0.7933 2.8218 1.3668  0.0973
39 H -2.4014 -4.6723 -0.4837  0.0814
40 H -4.9054 -1.8941 0.7567  0.0492
41 H -1.4478 1.8615 -2.1332  0.0998
42 H -0.5161 2.4577 -0.8027  0.0721
43 H -2.6635 3.7788 -1.6485  0.1180
44 H -2.2638 3.7196 0.0687  0.1031
45 H -4.4479 2.4808 1.4971  0.0898
46 H -4.6925 1.0994 0.6367  0.0855
47 H 1.2708 1.1517 4.0062  0.0436
48 H -1.4704 1.1680 3.9147  0.0439
49 H 3.8204 0.6785 1.3923  0.1080
50 H 5.1200 0.6937 0.2233  0.1194
51 H 4.9317 3.4044 0.6940  0.0787
52 H 4.3621 2.7614 2.2664  0.0603
53 H 5.9337 2.2962 1.6825  0.0721
54 O -0.7460 -4.8727 -2.9199  -0.1446
55 C -0.1311 -3.7615 -2.8274  -0.3901
56 C 1.5969 -3.9877 -3.1770  -0.3795
57 O 2.1789 -2.8637 -3.0214  -0.1665
58 H -0.0374 -3.2946 -1.8178  0.0744
59 H -0.3748 -2.9575 -3.5532  0.0994
60 H 1.5745 -4.4370 -4.1915  0.0939
61 H 1.8622 -4.8073 -2.4724  0.0910



# 2
This record from OMol25 describes a molecular structure, C13H28FNNbO2S2. The level of theory is wB97M-V/def2-TZVPD.

Values from the calculation:
**Highest occupied orbital energy**: -4.78 eV
**Strongest force on any atom**: 2.5 eV/A
**Net charge**: -1

Each line ends with the Löwdin charge.
Element x y z (Å)
1 C 5.5110 -2.6032 -0.6574  -0.0867
2 C 5.2322 -1.0456 -0.6059  -0.5120
3 O 6.2927 -0.4680 0.1413  -0.1292
4 C 3.8108 -0.8425 0.0362  -0.3530
5 Nb 3.3554 1.2472 0.8330  1.3426
6 C 3.5071 2.1774 -1.2697  -0.3654
7 C 2.4134 1.6799 -2.2490  -0.3121
8 F 2.7565 2.1391 -3.5613  -0.1426
9 C 1.0678 1.0256 0.5661  -0.4203
10 C 0.3348 0.8240 1.9512  -0.3859
11 C -1.0239 0.0710 1.6761  -0.4821
12 S -2.1478 1.2664 0.8349  0.8187
13 C -3.8428 0.6272 1.1390  -1.0193
14 S -4.4767 0.8211 2.6587  0.6692
15 N -4.5427 -0.0071 0.0465  -0.2132
16 C -5.7211 0.7759 -0.3609  -0.1713
17 C -6.8750 -0.0860 -0.9661  -0.1906
18 O -6.4631 -1.2850 -1.5891  -0.1324
19 C -5.7085 -2.1189 -0.7249  -0.1799
20 C -4.9119 -1.3830 0.3979  -0.1905
21 H 5.2273 -3.0261 -1.6432  0.0681
22 H 6.6050 -2.7821 -0.5538  0.0656
23 H 5.0222 -3.1441 0.1747  0.0627
24 H 5.2510 -0.6397 -1.6323  0.1218
25 H 6.4531 -0.9764 0.9339  0.0732
26 H 3.0497 -1.0716 -0.7522  0.0340
27 H 3.6870 -1.6249 0.8165  0.0197
28 H 5.0888 1.6327 1.2121  -0.1410
29 H 2.9691 2.9044 1.5374  -0.1544
30 H 3.1774 0.5356 2.5089  -0.1492
31 H 4.4810 1.9629 -1.7582  0.0331
32 H 3.3717 3.2710 -1.1113  0.0231
33 H 1.4465 2.1454 -2.0039  0.0837
34 H 2.3468 0.5816 -2.3142  0.0800
35 H 0.7020 2.0012 0.1703  0.0187
36 H 0.8802 0.2045 -0.1564  0.0339
37 H 0.9770 0.2684 2.6552  0.0402
38 H 0.1322 1.8268 2.3695  0.0852
39 H -1.4651 -0.3764 2.5910  0.0691
40 H -0.7822 -0.7280 0.9460  0.0632
41 H -5.3901 1.5365 -1.0990  0.1228
42 H -6.1599 1.3405 0.4959  0.0947
43 H -7.6788 -0.2325 -0.2102  0.1229
44 H -7.3356 0.5296 -1.7652  0.1233
45 H -4.9599 -2.6240 -1.3701  0.1225
46 H -6.3001 -2.9272 -0.2485  0.1189
47 H -3.9557 -1.9396 0.5162  0.1271
48 H -5.4087 -1.4641 1.3943  0.0931



# 3
This record from OMol25 describes a molecular structure, C13H28GaO6S3. The level of theory is wB97M-V/def2-TZVPD.

Values from the calculation:
**Highest occupied orbital energy**: -4.19 eV
**Strongest force on any atom**: 1.2 eV/A
**Net charge**: -1

Each line ends with the Löwdin charge.
Element x y z (Å)
1 C 0.3852 -0.4741 -0.0127  -0.0755
2 C 0.0662 1.0249 -0.0258  -0.1472
3 C -1.4281 1.2343 -0.1161  -0.5092
4 O -2.0440 0.9729 -1.1254  0.0930
5 O -1.9604 1.7508 1.0054  -0.0284
6 C -3.2735 1.2714 1.4056  -0.2631
7 C -4.4688 1.9181 0.6851  -0.3182
8 Ga -5.6390 0.4935 -0.2289  0.0412
9 S -6.1263 -1.1687 1.3475  0.1223
10 H 1.4350 -0.6323 -0.2192  0.0652
11 H 0.1116 -0.8991 0.9474  0.0855
12 H -0.2338 -0.9634 -0.7569  0.0565
13 H 0.4886 1.4539 -0.9307  0.1133
14 H 0.4701 1.5163 0.8519  0.0885
15 H -3.3035 0.1858 1.3444  0.0791
16 H -3.3161 1.5202 2.4617  0.1045
17 H -5.0871 2.4329 1.4136  0.0227
18 H -4.0571 2.6037 -0.0480  0.0337
19 H -4.9205 -0.1699 -1.4959  -0.1176
20 H -7.0829 1.1166 -0.5868  -0.1282
21 H -4.9302 -1.6786 1.6656  -0.3114
22 C 3.1167 2.6953 4.8132  -0.2236
23 C 2.4172 3.3918 3.6371  -0.2100
24 C 3.1592 2.9850 2.3577  -0.2177
25 S 3.8591 1.3597 2.6807  0.6584
26 O 5.2976 1.4634 2.6652  -0.3257
27 O 3.1737 0.3768 1.8881  -0.3143
28 C 3.3114 1.2453 4.3816  -0.2311
29 H 2.5313 2.7616 5.7290  0.1130
30 H 4.0871 3.1611 4.9988  0.1160
31 H 1.3791 3.0601 3.5816  0.1184
32 H 2.4088 4.4741 3.7555  0.1120
33 H 2.4995 2.9092 1.4971  0.0926
34 H 3.9861 3.6558 2.1336  0.1019
35 H 4.0584 0.7062 4.9588  0.1049
36 H 2.3690 0.6989 4.3821  0.1093
37 C 0.5967 -2.2917 -4.9649  -0.2219
38 C 0.4259 -3.7907 -5.2505  -0.2193
39 C 0.8607 -4.5492 -3.9899  -0.2244
40 S 0.5507 -3.4370 -2.6069  0.6473
41 O 1.8169 -3.0913 -2.0105  -0.3235
42 O -0.5327 -3.9483 -1.8141  -0.3138
43 C -0.0200 -2.0550 -3.5904  -0.2257
44 H 0.1166 -1.6774 -5.7250  0.1135
45 H 1.6586 -2.0361 -4.9458  0.1167
46 H -0.6234 -4.0018 -5.4638  0.1156
47 H 1.0066 -4.1067 -6.1165  0.1082
48 H 0.2925 -5.4616 -3.8311  0.0985
49 H 1.9257 -4.7718 -3.9953  0.0992
50 H 0.2937 -1.1291 -3.1153  0.1008
51 H -1.1078 -2.1059 -3.6217  0.1180



# 4
This record from OMol25 describes a molecular structure, C13H28GeN2ReS2Si3. The level of theory is wB97M-V/def2-TZVPD.

Values from the calculation:
**Highest occupied orbital energy (spin up / spin down)**: -12.25 / -12.60 eV
**2S+1**: 3
**Strongest force on any atom**: 4.5 eV/A
**Net charge**: +1
**<S²>**: 2.284

Each line ends with the Löwdin charge.
Element x y z (Å)
1 Re -2.6609 -0.4218 -0.4217  0.5550
2 S -2.6609 -0.3408 2.0072  0.7519
3 C -2.6756 1.3765 2.3346  -0.6763
4 C -2.6881 1.7254 3.7321  -0.2234
5 N -2.6984 2.0393 4.8555  0.2491
6 C -2.6756 2.3321 1.3754  -0.5932
7 S -2.6609 1.9980 -0.3407  0.7833
8 C -2.6882 3.7310 1.7188  -0.2207
9 N -2.6985 4.8555 2.0284  0.2274
10 C -0.0534 -2.1137 -3.4382  -0.2201
11 Si 0.5552 -2.2721 -1.6817  0.2615
12 C -0.1941 -3.8318 -0.9823  -0.2174
13 C 2.4133 -2.4398 -1.6981  -0.1856
14 Ge -0.0926 -0.4218 -0.4217  0.5799
15 Si 0.5547 1.5949 -1.3938  0.2529
16 C 2.4133 1.6927 -1.5308  -0.1900
17 C -0.0542 3.0366 -0.3787  -0.2490
18 C -0.1942 1.7686 -3.0948  -0.2118
19 Si 0.5552 -0.5880 1.8107  0.2572
20 C -0.0537 -2.1882 2.5517  -0.2276
21 C 2.4134 -0.5187 1.9638  -0.1933
22 C -0.1936 0.7978 2.8119  -0.2446
23 H 0.2235 -3.0272 -4.0031  0.0553
24 H 0.4209 -1.2413 -3.9227  0.0235
25 H -1.1566 -1.9978 -3.4410  0.0348
26 H 0.0939 -4.6920 -1.6209  0.0556
27 H -1.2993 -3.7381 -0.9657  0.0336
28 H 0.1815 -4.0093 0.0408  0.0223
29 H 2.6964 -3.3235 -2.3057  0.0628
30 H 2.7836 -2.5740 -0.6625  0.0322
31 H 2.8658 -1.5312 -2.1408  0.0312
32 H 2.8655 1.6221 -0.5221  0.0315
33 H 2.6961 2.6608 -1.9921  0.0592
34 H 2.7835 0.8632 -2.1645  0.0307
35 H 0.4202 3.0201 0.6191  0.0474
36 H -1.1575 2.9813 -0.2765  -0.1359
37 H 0.2226 3.9828 -0.8873  0.0754
38 H 0.1815 0.9711 -3.7600  0.0229
39 H 0.0935 2.7518 -3.5203  0.0576
40 H -1.2993 1.7071 -3.0218  0.0226
41 H 0.4203 -3.0442 2.0385  0.0256
42 H -1.1570 -2.2483 2.4527  -0.0178
43 H 0.2230 -2.2208 3.6254  0.0609
44 H 2.8658 -1.3570 1.3985  0.0296
45 H 2.6964 -0.6032 3.0330  0.0585
46 H 2.7839 0.4449 1.5624  0.0301
47 H -1.2987 0.7655 2.7223  -0.1338
48 H 0.1820 1.7725 2.4540  0.0566
49 H 0.0939 0.6746 3.8761  0.0848
50 H -4.3856 -0.4218 -0.4217  -0.0220



# 5
This record from OMol25 describes 2 unconnected molecules or ions with the total composition C13H28N3O3. The level of theory is wB97M-V/def2-TZVPD.

Values from the calculation:
**Highest occupied orbital energy**: -12.93 eV
**Relative energy (zero: lowest compared OMol25 entry of this formula, charge and spin)**: 229.61 kJ/mol
**Strongest force on any atom**: 8.8 eV/A
**Net charge**: +1

Each line ends with the Löwdin charge.
Element x y z (Å)
1 N 5.8906 -1.5212 1.5657  0.0495
2 C 4.9964 -0.5111 1.2101  -0.1825
3 C 4.6061 -0.2077 -0.3860  -0.0984
4 C 3.0193 0.1539 -0.5789  -0.2477
5 C 2.2068 -0.3480 -1.9109  -0.1278
6 C 0.5933 -0.1396 -1.5224  -0.0750
7 C 0.5824 -0.4107 0.0942  -0.3267
8 C -0.3357 -1.6089 0.7314  -0.1131
9 C -0.2891 -3.0330 -0.0764  -0.2556
10 N 0.9826 -3.2940 -0.8525  -0.0413
11 C -0.2309 0.9410 0.6507  -0.0470
12 C 0.6718 2.3084 0.6051  -0.2404
13 O 1.4705 2.6372 1.6504  -0.0173
14 O 0.7364 3.2488 -0.5579  -0.0202
15 N 2.0589 -0.3187 0.5327  0.1057
16 H 5.9950 -1.5421 2.6245  0.0584
17 H 4.4831 0.1334 2.0706  0.1247
18 H 5.2719 0.7323 -0.6960  0.1441
19 H 4.9117 -1.0913 -1.0896  0.1299
20 H 3.0499 1.3318 -0.7039  0.1524
21 H 2.5146 0.0822 -2.9770  0.1440
22 H 2.5634 -1.4818 -1.9994  0.1119
23 H 0.4346 0.9948 -1.8495  0.1291
24 H -0.1240 -0.9192 -2.0722  0.1474
25 H -1.4648 -1.2462 0.7556  0.1324
26 H -0.0369 -1.7789 1.8646  0.1384
27 H -1.2786 -3.1352 -0.7006  0.1291
28 H -0.3476 -3.8879 0.7549  0.1306
29 H 0.6465 -3.7219 -1.7677  0.1031
30 H 1.6229 -3.9615 -0.3675  0.0861
31 H -0.4676 0.7075 1.7960  0.1525
32 H -1.2640 1.0387 0.0888  0.1302
33 H 1.4801 2.8585 -1.1323  0.1116
34 H 2.2621 0.1405 1.4478  0.1633
35 H 2.3662 -1.3170 0.7157  0.1832
36 C -5.7755 0.8805 0.9857  -0.0595
37 C -4.5143 1.5819 0.5072  -0.4986
38 C -4.8072 2.5172 -0.6551  -0.0587
39 O -3.5576 0.6072 0.0996  -0.0940
40 H -6.2109 0.2693 0.1871  0.0847
41 H -5.5474 0.2014 1.8142  0.0822
42 H -6.5258 1.6031 1.3212  0.0878
43 H -4.0724 2.1490 1.3337  0.1418
44 H -5.2083 1.9640 -1.5118  0.0848
45 H -3.8884 3.0056 -0.9970  0.0792
46 H -5.5285 3.2888 -0.3688  0.0880
47 H -3.9414 0.0988 -0.6341  0.0980



# 6
This record from OMol25 describes a gas-phase ion, C13H28N3O7P2 (charge +1). The level of theory is wB97M-V/def2-TZVPD.

Values from the calculation:
**Highest occupied orbital energy**: -12.56 eV
**Strongest force on any atom**: 9.0 eV/A
**Net charge**: +1

Each line ends with the Löwdin charge.
Element x y z (Å)
1 C -3.0636 -1.5086 2.1089  -0.1013
2 C -3.5461 -2.4807 0.8565  -0.2303
3 O -2.5215 -2.4779 -0.2376  -0.2326
4 C -2.9720 -1.5189 -1.2925  -0.2140
5 C -2.0997 -1.6784 -2.6965  -0.1458
6 C -0.6723 -0.8699 -2.6875  -0.1905
7 C -0.1700 -0.3633 -1.2119  -0.2033
8 C 1.3333 0.3677 -1.2354  -0.1424
9 C 1.9340 0.1979 0.2801  -0.6552
10 P 2.5684 -1.6241 0.4211  0.9051
11 P 3.8484 -2.1342 -1.3191  0.5456
12 O 5.1036 -3.0467 -0.8953  -0.3918
13 O 4.5577 -0.6989 -2.0660  -0.2310
14 O 2.9162 -2.9104 -2.6079  -0.2453
15 N 3.1241 1.0790 0.6015  0.1054
16 C 2.9154 1.4470 2.0858  -0.1287
17 N 3.7572 0.8772 3.0126  0.1162
18 N 1.7455 2.3830 2.4235  0.1627
19 C 0.6854 1.9964 1.3703  -0.2389
20 C -0.8368 2.2471 1.9226  -0.0901
21 C -1.9475 2.6120 0.7750  -0.0938
22 C -1.4682 3.7158 -0.3376  -0.2628
23 O -0.8609 4.8612 0.0109  0.0043
24 O -1.6889 3.3933 -1.7828  -0.0092
25 O 0.8373 0.5148 1.2173  -0.1595
26 H -2.1828 -0.8231 1.7037  0.0601
27 H -3.9573 -0.8708 2.5696  0.0913
28 H -2.6812 -2.2204 2.9713  0.0818
29 H -4.5861 -2.0730 0.4981  0.1174
30 H -3.7474 -3.5803 1.2644  0.1385
31 H -2.9642 -0.4040 -0.9122  0.1115
32 H -4.0992 -1.7437 -1.6011  0.1360
33 H -1.9176 -2.8255 -2.8871  0.1289
34 H -2.7705 -1.1666 -3.5365  0.1299
35 H 0.1662 -1.6072 -3.0992  0.1136
36 H -0.6847 0.0962 -3.3878  0.1261
37 H -0.1783 -1.3001 -0.4754  0.0996
38 H -0.9171 0.4116 -0.7524  0.0771
39 H 1.1124 1.5086 -1.4937  0.1255
40 H 2.0217 -0.0332 -2.0936  0.1085
41 H 1.4742 -2.5700 0.3590  -0.0399
42 H 4.4526 0.1024 -1.4740  0.0510
43 H 2.0696 -3.3068 -2.2388  0.0724
44 H 4.0293 0.5388 0.6188  0.1099
45 H 3.5027 -0.0921 3.3714  0.1588
46 H 4.6663 1.2790 3.3313  0.1508
47 H 1.3764 2.1506 3.3923  0.1648
48 H 0.9734 2.5946 0.4068  0.1707
49 H -1.1875 1.2150 2.4087  0.1318
50 H -0.9041 3.0632 2.7755  0.1467
51 H -2.4106 1.6646 0.2251  0.1088
52 H -2.8698 3.1032 1.3525  0.1558
53 H -1.2652 2.5087 -2.0124  0.1000